# 1
2 unconnected molecules or ions with the total composition C4H7BrNO2. Source: the OMol25 dataset; level of theory: wB97M-V/def2-TZVPD.

```
15
Properties=species:S:1:pos:R:3:forces:R:3
C 1.1612 -0.0135 0.7121 -1.15 2.43 0.75
C -1.7475 -1.0398 0.6076 -4.71 3.66 7.86
C 0.7323 2.0951 -0.4804 -0.44 -1.94 0.16
C -1.3286 -1.6022 -0.4975 2.96 -4.43 -8.88
N 1.4604 0.8511 -0.2478 -0.08 -1.72 0.73
O 1.8890 -1.1632 0.7341 0.49 -0.77 -0.43
O 0.3274 0.0659 1.6700 1.68 0.76 -0.27
Br -2.5445 -2.2624 -1.8070 0.16 0.18 0.36
H 2.3741 -1.1569 -0.0973 0.24 0.12 -0.11
H -2.7650 -0.7054 0.7481 -0.31 -0.19 -0.26
H -1.0488 -0.4802 1.2017 0.34 0.07 0.18
H 1.5201 2.6465 -0.8943 0.58 1.51 -1.31
H -0.1025 1.8917 -1.2070 0.58 0.63 0.57
H 0.3961 2.6839 0.3711 -0.42 -0.35 0.49
H -0.3237 -1.8105 -0.8136 0.09 0.06 0.15
```
Positions in Å, forces in eV/Å.

Its gap between HOMO and LUMO (alpha / beta) is 4.7 / 5.1 eV. For the HOMO energy (alpha / beta), the calculation gives -0.0605 / -0.1357 Ha. The calculation puts the relative energy (zero: lowest compared OMol25 entry of this formula, charge and spin) at 2.000 eV. The charge is -1. As for the spin multiplicity: 3. Its LUMO energy (alpha / beta) is 3.0863 / 1.3864 eV.

Here is what Löwdin gives for the atomic charges, in e: atom 1 (C): -0.725, atom 2 (C): -0.132, atom 3 (C): -0.196, atom 4 (C): -0.665, atom 5 (N): -0.049, atom 6 (O): 0.016, atom 7 (O): -0.115, atom 8 (Br): 0.587, atom 9 (H): 0.077, atom 10 (H): 0.041, atom 11 (H): -0.010, atom 12 (H): 0.019, atom 13 (H): 0.070, atom 14 (H): 0.053, atom 15 (H): 0.028

# 2
2 unconnected molecules or ions with the total composition C3H5NO2. Source: the OMol25 dataset; level of theory: wB97M-V/def2-TZVPD.

```
11
Properties=species:S:1:pos:R:3:forces:R:3
N 1.5700 -0.4028 0.0554 -0.12 0.29 0.19
C 0.2819 -0.5758 -0.4686 0.66 -1.73 -0.18
C -0.7877 -0.9695 0.2284 0.28 -1.10 0.05
O -1.8716 1.2257 0.2246 -0.73 0.17 -0.13
C -0.7696 1.4756 -0.0483 0.19 3.59 0.39
O 0.1734 2.1803 -0.2186 -0.76 -1.99 -0.08
H 1.5525 -0.2856 1.0582 0.09 -0.09 0.13
H 2.0895 0.3693 -0.3410 -0.13 -0.05 -0.17
H 0.2625 -0.6650 -1.5516 -0.07 0.33 0.01
H -1.6978 -1.3335 -0.2575 0.43 0.48 0.06
H -0.8031 -1.0187 1.3189 0.17 0.10 -0.26
```
Positions in Å, forces in eV/Å.

Its gap between HOMO and LUMO is 9.4 eV. For the HOMO energy, the calculation gives -0.3230 Ha. The calculation puts the relative energy (zero: lowest compared OMol25 entry of this formula, charge and spin) at 1.397 eV. The structure (SMILES) is O=C=O.C=CN. The charge is 0. Its LUMO energy is 0.6513 eV.

Here is what Löwdin gives for the atomic charges, in e: atom 1 (N): 0.044, atom 2 (C): -0.330, atom 3 (C): -0.012, atom 4 (O): 0.157, atom 5 (C): -0.475, atom 6 (O): 0.156, atom 7 (H): 0.086, atom 8 (H): 0.081, atom 9 (H): 0.124, atom 10 (H): 0.083, atom 11 (H): 0.086

# 3
A gas-phase ion, C6H9ClN5 (charge +1). Source: the OMol25 dataset; level of theory: wB97M-V/def2-TZVPD.

```
21
Properties=species:S:1:pos:R:3:forces:R:3
C -0.8085 1.9334 0.1941 0.17 -0.17 0.14
C -0.5796 0.6399 -0.2437 -0.63 -3.99 -3.46
C 0.2806 0.0600 0.6641 -0.93 1.13 -0.55
C 0.5699 -1.9669 -0.5061 0.14 -0.06 0.00
C -1.0675 -0.5051 -1.6757 0.37 3.22 4.53
C 1.3523 0.9568 2.7775 0.24 -0.03 0.63
N -0.1218 2.1167 1.3081 -0.17 0.91 0.37
N 0.5313 1.0027 1.6001 0.01 -0.56 -0.56
N 0.7918 -1.2261 0.5604 0.11 -0.18 0.23
N -0.1557 -1.6154 -1.5475 0.34 -0.33 -0.01
N -0.9362 0.1795 -2.8601 0.06 0.00 -0.59
Cl -2.7304 -1.1639 -1.2467 0.45 0.19 -0.31
H -1.4064 2.7222 -0.2094 -0.16 0.19 -0.11
H 1.0496 -2.9391 -0.5358 -0.05 0.09 -0.04
H 0.8361 0.4458 3.5945 0.07 0.02 -0.08
H 2.3069 0.4695 2.5728 -0.03 0.04 -0.03
H 1.5319 1.9910 3.0697 0.04 -0.16 -0.02
H 1.3430 -1.5894 1.3313 -0.06 -0.18 -0.32
H -0.2001 -2.2774 -2.3160 0.09 -0.08 0.17
H -1.2283 -0.3316 -3.6852 -0.08 0.00 -0.02
H -1.3589 1.0976 -2.8463 0.01 -0.06 0.02
```
Positions in Å, forces in eV/Å.

Its gap between HOMO and LUMO is 9.0 eV. For the HOMO energy, the calculation gives -0.4786 Ha. The calculation puts the relative energy (zero: lowest compared OMol25 entry of this formula, charge and spin) at 1.731 eV. The structure (SMILES) is Cn1ncc2c1NC=[NH+][C@@]2(N)Cl. The charge is +1. Its LUMO energy is -3.9886 eV.

Here is what Löwdin gives for the atomic charges, in e: atom 1 (C): -0.085, atom 2 (C): -0.006, atom 3 (C): -0.219, atom 4 (C): -0.043, atom 5 (C): -0.734, atom 6 (C): 0.011, atom 7 (N): 0.104, atom 8 (N): -0.140, atom 9 (N): 0.182, atom 10 (N): 0.080, atom 11 (N): 0.074, atom 12 (Cl): 0.614, atom 13 (H): 0.118, atom 14 (H): 0.174, atom 15 (H): 0.102, atom 16 (H): 0.095, atom 17 (H): 0.105, atom 18 (H): 0.182, atom 19 (H): 0.170, atom 20 (H): 0.107, atom 21 (H): 0.109

# 4
A molecular structure, C23H31BiN3P2S. Source: the OMol25 dataset; level of theory: wB97M-V/def2-TZVPD.

```
61
Properties=species:S:1:pos:R:3:forces:R:3
C 0.2346 -4.3588 2.2993 -0.19 0.01 -0.16
C 0.4919 -3.3319 1.3738 -0.69 -0.17 -0.24
C -0.4909 -3.0192 0.3920 -0.20 -0.80 0.56
C -1.6831 -3.7911 0.3329 0.43 0.12 0.39
C -1.8899 -4.8338 1.2431 0.22 0.18 0.01
C -0.9429 -5.1147 2.2405 0.10 0.29 -0.23
C -2.7012 -3.3852 -0.7112 -0.24 0.06 0.06
C -2.0055 -2.9783 -1.9908 0.29 0.38 -0.30
C -0.8057 -2.2446 -1.8344 -0.18 -0.24 -0.84
C -0.1077 -1.7803 -2.9830 -0.70 -0.40 0.10
C -0.6604 -2.0043 -4.2545 -0.10 -0.10 0.19
C -1.8572 -2.7191 -4.4077 0.17 0.07 0.29
C -2.5157 -3.2175 -3.2732 0.29 0.18 0.08
H 0.9932 -4.5856 3.0582 -0.31 0.07 -0.30
H -2.8143 -5.4203 1.1813 0.39 0.23 0.02
H -1.1175 -5.9215 2.9597 0.08 0.35 -0.32
H -3.4404 -4.1848 -0.8855 0.31 0.29 0.06
H -0.1244 -1.6403 -5.1395 -0.23 -0.15 0.33
H -2.2678 -2.8955 -5.4071 0.19 0.08 0.44
H -3.4500 -3.7811 -3.3822 0.40 0.22 0.04
N -0.2861 -1.9943 -0.5528 0.41 -3.01 -0.93
Bi 0.0000 0.0000 0.0000 -7.55 0.22 6.31
C 1.7913 -2.5704 1.4102 0.24 0.07 0.19
H 2.2868 -2.5953 0.4203 -0.14 -0.05 0.35
H 2.4782 -2.9879 2.1673 -0.25 0.11 -0.30
C 1.2396 -1.1254 -2.8175 -0.03 -0.11 0.38
H 1.9188 -1.8002 -2.2608 -0.21 0.19 -0.23
H 1.6970 -0.8967 -3.7966 -0.16 0.07 0.46
P 1.4403 -0.7733 1.7361 5.99 -3.14 4.91
P 1.2021 0.4247 -1.7911 5.10 1.64 -7.52
C 0.5866 1.7329 -2.9281 -0.44 0.13 0.36
H 0.6304 2.7090 -2.4177 0.00 -0.37 -0.28
H 1.1873 1.7676 -3.8538 -0.09 -0.20 0.51
H -0.4648 1.5060 -3.1656 0.42 0.09 0.06
C 2.9900 0.8494 -1.6086 -0.04 -0.12 0.21
H 3.4406 1.0845 -2.5892 -0.28 -0.13 0.43
H 3.0926 1.7180 -0.9378 -0.02 -0.28 -0.27
H 3.5190 -0.0086 -1.1635 -0.12 0.31 -0.18
C 0.7147 -0.8082 3.4377 -0.40 0.25 -0.39
H 1.2972 -1.4579 4.1147 -0.18 0.28 -0.43
H 0.6877 0.2173 3.8424 0.02 -0.36 -0.10
H -0.3168 -1.1922 3.3686 0.32 0.09 0.12
C 3.0997 -0.0185 2.0411 0.22 -0.17 0.34
H 2.9802 1.0700 2.1723 0.08 -0.38 -0.01
H 3.5742 -0.4481 2.9408 -0.05 0.25 -0.35
H 3.7499 -0.1933 1.1692 -0.22 0.04 0.33
H -3.2628 -2.5029 -0.3283 0.21 -0.39 -0.17
H -1.1236 0.3368 -1.1375 -2.81 0.63 -3.77
C 0.0382 5.4344 1.2552 0.28 0.17 -0.58
N -0.5715 4.3209 1.9860 0.00 -0.41 -0.04
C -1.1000 4.3631 3.2223 -1.30 -1.00 2.37
C -1.5798 3.1026 3.5236 -0.31 2.19 2.18
N -1.3511 2.2842 2.4770 -0.03 -0.11 -0.10
C -0.7333 3.0497 1.5595 0.46 -0.27 -0.94
S -0.2718 2.5645 0.0813 0.67 2.92 -2.86
H 1.0933 5.1898 1.0082 -0.72 0.12 0.13
H -0.5196 5.6154 0.3110 0.38 -0.21 0.61
H 0.0188 6.3640 1.8612 -0.13 -0.83 -0.17
H -1.1378 5.2457 3.8486 0.06 -0.16 -0.25
H -2.0701 2.8110 4.4427 0.07 -0.10 -0.26
H -1.6079 1.2764 2.4013 0.48 1.38 -0.28
```
Positions in Å, forces in eV/Å.

Its gap between HOMO and LUMO is 6.3 eV. For the HOMO energy, the calculation gives -0.3099 Ha. The charge is +1. Its LUMO energy is -2.1342 eV.

Here is what Löwdin gives for the atomic charges, in e: atom 1 (C): -0.053, atom 2 (C): -0.247, atom 3 (C): -0.210, atom 4 (C): -0.145, atom 5 (C): -0.030, atom 6 (C): -0.076, atom 7 (C): -0.074, atom 8 (C): -0.144, atom 9 (C): -0.237, atom 10 (C): -0.238, atom 11 (C): -0.047, atom 12 (C): -0.075, atom 13 (C): -0.024, atom 14 (H): 0.113, atom 15 (H): 0.118, atom 16 (H): 0.107, atom 17 (H): 0.126, atom 18 (H): 0.113, atom 19 (H): 0.107, atom 20 (H): 0.119, atom 21 (N): -0.229, atom 22 (Bi): 0.952, atom 23 (C): -0.286, atom 24 (H): 0.091, atom 25 (H): 0.098, atom 26 (C): -0.248, atom 27 (H): 0.101, atom 28 (H): 0.109, atom 29 (P): 0.651, atom 30 (P): 0.615, atom 31 (C): -0.244, atom 32 (H): 0.015, atom 33 (H): 0.070, atom 34 (H): 0.058, atom 35 (C): -0.223, atom 36 (H): 0.065, atom 37 (H): 0.054, atom 38 (H): 0.041, atom 39 (C): -0.232, atom 40 (H): 0.065, atom 41 (H): 0.042, atom 42 (H): 0.046, atom 43 (C): -0.257, atom 44 (H): 0.045, atom 45 (H): 0.052, atom 46 (H): 0.030, atom 47 (H): 0.140, atom 48 (H): -0.133, atom 49 (C): -0.019, atom 50 (N): -0.124, atom 51 (C): -0.054, atom 52 (C): -0.084, atom 53 (N): 0.075, atom 54 (C): -0.795, atom 55 (S): 0.595, atom 56 (H): 0.097, atom 57 (H): 0.100, atom 58 (H): 0.106, atom 59 (H): 0.133, atom 60 (H): 0.124, atom 61 (H): 0.154

Which molar mass belongs to each record? In order, 181.01 87.08 186.63 652.52 u.